# 1
{
  "formula": "C3H9O3PS",
  "method": "ωB97M-V/def2-TZVPD",
  "species": ["C", "O", "P", "O", "C", "S", "C", "O", "H", "H", "H", "H", "H", "H", "H", "H", "H"],
  "coordinates": [[0.846, 1.366, -2.586], [0.809, 0.307, -1.620], [0.044, 0.262, -0.187], [0.985, -0.830, 0.502], [1.944, -0.521, 1.470], [-1.600, -0.918, -0.685], [-2.373, -0.363, 0.824], [-1.905, -0.940, 1.994], [1.781, 1.983, -2.477], [0.057, 1.949, -2.298], [0.684, 0.929, -3.616], [1.746, 0.384, 2.007], [3.016, -0.554, 0.979], [1.813, -1.252, 2.339], [-3.433, -0.674, 0.617], [-2.278, 0.781, 0.970], [-2.136, -1.911, 1.769]],
  "lumo_energy_ev": 0.68,
  "e_above_lowest_ev": 2.810,
  "largest_force_ha_per_bohr": 0.061,
  "total_charge": 0,
  "smiles": "COP(OC)SCO",
  "spin_multiplicity": 1
}

=====

# 2
{
  "formula": "C25H36O4Rb",
  "method": "ωB97M-V/def2-TZVPD",
  "species": ["Rb", "C", "C", "C", "C", "C", "C", "C", "C", "C", "H", "H", "H", "H", "H", "H", "H", "H", "H", "H", "H", "H", "C", "C", "C", "O", "C", "O", "O", "H", "H", "H", "H", "H", "H", "H", "C", "C", "C", "C", "C", "C", "C", "C", "C", "C", "C", "C", "O", "H", "H", "H", "H", "H", "H", "H", "H", "H", "H", "H", "H", "H", "H", "H", "H", "H"],
  "coordinates": [[0.462, 0.535, -0.151], [1.137, -3.873, 0.566], [0.256, -2.852, 1.233], [-1.057, -2.647, 0.824], [-1.873, -1.692, 1.428], [-3.277, -1.454, 0.935], [-1.359, -0.952, 2.487], [-0.045, -1.127, 2.916], [0.512, -0.284, 4.033], [0.755, -2.056, 2.263], [1.503, -4.590, 1.306], [1.979, -3.391, 0.069], [0.588, -4.424, -0.198], [-1.442, -3.221, -0.013], [-4.008, -2.010, 1.527], [-3.386, -1.766, -0.104], [-3.540, -0.397, 0.994], [-1.971, -0.182, 2.948], [1.584, -0.124, 3.910], [0.364, -0.767, 5.002], [0.031, 0.691, 4.073], [1.804, -2.136, 2.533], [1.963, -1.189, -4.323], [1.632, -0.237, -3.192], [1.986, 1.200, -3.524], [0.197, -0.301, -2.923], [2.286, -0.719, -1.857], [2.189, -1.935, -1.613], [2.751, 0.181, -1.109], [1.421, -0.898, -5.231], [1.698, -2.203, -4.036], [3.030, -1.153, -4.552], [1.367, 1.558, -4.354], [3.035, 1.282, -3.814], [1.839, 1.846, -2.661], [-0.269, -0.099, -3.742], [-0.741, 3.330, 2.951], [-0.348, 4.532, 2.090], [1.092, 4.396, 1.589], [-1.331, 4.814, 0.974], [-2.040, 6.008, 0.974], [-2.942, 6.338, -0.032], [-3.128, 5.424, -1.063], [-2.451, 4.212, -1.109], [-2.695, 3.255, -2.257], [-1.434, 3.009, -3.088], [-3.322, 1.933, -1.811], [-1.520, 3.873, -0.085], [-0.852, 2.766, -0.146], [-0.022, 3.187, 3.763], [-0.779, 2.426, 2.343], [-1.730, 3.477, 3.394], [-0.384, 5.412, 2.744], [1.176, 3.561, 0.894], [1.784, 4.232, 2.422], [1.412, 5.296, 1.060], [-1.875, 6.703, 1.794], [-3.482, 7.276, -0.016], [-3.826, 5.651, -1.865], [-3.427, 3.748, -2.909], [-0.652, 2.559, -2.477], [-1.051, 3.946, -3.498], [-1.646, 2.334, -3.926], [-2.652, 1.405, -1.132], [-3.524, 1.293, -2.676], [-4.265, 2.107, -1.286]],
  "lumo_energy_ev": 2.21,
  "e_above_lowest_ev": 0.000,
  "largest_force_ha_per_bohr": 0.027,
  "total_charge": -1,
  "spin_multiplicity": 1
}